Formula: C35H25F2N4ReSSe3Te
Source: the OMol25 dataset
Level of theory: ωB97M-V/def2-TZVPD

energy above the lowest of the compared OMol25 structures with the same formula, charge and spin: 35.89 kcal per mole
total charge: -1
lowest unoccupied orbital energy (alpha / beta): 0.076 / 0.071 Eh
multiplicity: 4
energy: -264395.1976 eV
E_HOMO (alpha / beta): -3.15 / -3.73 eV

Structure (XYZ):
```
72
C35H25F2N4ReSSe3Te, DFT ωB97M-V/def2-TZVPD
Re -0.01766 -0.09318 0.10346
C 5.14486 1.16216 0.04837
N 4.58780 0.01905 -0.64447
C 5.20517 -0.70644 -1.64484
C 4.31842 -1.59410 -2.10341
N 3.12845 -1.41449 -1.38826
C 3.31351 -0.41462 -0.46392
S 2.37981 0.14405 0.81994
C 1.96525 -2.17370 -1.65479
C 1.95224 -3.00520 -2.77065
C 0.91983 -3.90773 -2.92396
C -0.05661 -3.98067 -1.94834
C -0.01284 -3.05483 -0.92731
N 0.94309 -2.12371 -0.80712
H 6.19642 1.24697 -0.21533
H 5.04003 1.03957 1.12368
H 4.61595 2.06982 -0.24267
H 6.22672 -0.52831 -1.93233
H 4.45304 -2.37372 -2.82662
H 2.72461 -2.93527 -3.51990
H 0.88681 -4.54933 -3.79422
H -0.86726 -4.69227 -2.00261
H -0.78147 -3.02316 -0.16911
Se 0.98318 1.17433 -1.89291
Se -0.53006 1.31482 -3.64479
Te -1.83120 -0.83445 -3.38607
Se -2.23391 -0.71569 -0.89040
F -2.94654 4.22305 -0.67672
C -2.17655 3.63844 0.26759
C -1.59896 2.41999 0.01832
C -0.82105 1.73941 0.96882
C -0.64113 2.37987 2.24637
C -1.21058 3.65582 2.39060
F -0.99466 4.41048 3.50554
C -1.98142 4.30037 1.45271
C 0.01505 1.73896 3.43872
C -0.27888 2.07657 4.77423
C 0.30140 1.36767 5.81081
C 1.15974 0.31566 5.53277
C 1.40870 0.05583 4.19911
N 0.87054 0.74990 3.20632
H -1.77107 1.99782 -0.95932
H -2.41226 5.27166 1.65400
H -0.97993 2.84912 5.02403
H 0.07054 1.63704 6.83496
H 1.61326 -0.28315 6.31139
H 2.07200 -0.75446 3.90059
C -0.61262 -1.18849 1.67122
C -0.94566 -1.93036 2.60771
C -1.14407 -2.75468 3.70475
C -2.21928 -2.44979 4.64626
C -2.77995 -3.42291 5.48888
C -3.82970 -3.11315 6.33995
C -4.34969 -1.82698 6.38225
C -3.81714 -0.85337 5.54239
C -2.77542 -1.15801 4.68537
C -0.18782 -3.85049 3.89555
C 0.49829 -4.39883 2.79748
C 1.48765 -5.35049 2.97025
C 1.83674 -5.78608 4.24482
C 1.16880 -5.25782 5.34189
C 0.16980 -4.31122 5.17367
H -2.40523 -4.43746 5.44939
H -4.25624 -3.88830 6.96592
H -5.16289 -1.58453 7.05596
H -4.22509 0.15064 5.55195
H -2.36692 -0.40256 4.02432
H 0.24747 -4.04820 1.80423
H 1.99431 -5.75961 2.10331
H 2.62318 -6.51885 4.38045
H 1.43897 -5.58136 6.34095
H -0.31465 -3.88229 6.04142
```